Record 1
Computed, not measured: C14H29F2NO3SSi2 as an isolated structure in a non-equilibrium geometry, with ωB97M-V with the def2-TZVPD basis set.

The geometry in XYZ format:
```
52
Properties=species:S:1:pos:R:3:forces:R:3
C 1.234774 -3.369490 1.861676 0.577 0.737 -0.479
C 1.774839 -2.431355 1.315885 -0.599 -0.818 0.327
Si 2.492998 -0.997325 0.478566 0.354 0.427 0.296
C 4.330197 -0.917925 0.630169 0.093 0.055 0.034
C 4.960531 0.461326 0.390820 0.220 -0.098 0.060
C 4.721170 1.027875 -0.989809 -0.056 -0.107 -0.036
F 5.102559 2.358924 -0.995149 0.156 0.345 0.011
O 1.801780 0.390773 0.954083 -0.133 -0.355 -0.235
Si 0.142985 0.688671 0.901221 -0.230 0.399 -0.076
C -0.095873 2.523655 0.674147 -0.075 -0.036 0.296
C -1.420111 2.890037 -0.001558 0.085 0.172 -0.055
N -1.455388 4.311708 -0.392614 -0.207 -0.091 -0.002
C -0.637308 0.070202 2.483059 0.065 -0.251 0.049
C -2.038747 -0.594129 2.460652 -0.056 0.133 0.106
C -2.779991 -0.687192 1.126465 -0.143 -0.149 -0.026
C -2.369767 -1.887995 0.269644 -0.045 -0.016 0.067
C -3.057838 -1.926537 -1.094894 -0.115 0.011 0.002
C -2.448119 -0.996504 -2.158893 -0.226 0.060 0.054
C -3.270816 0.269780 -2.422056 -0.047 -0.107 -0.016
S 2.035268 -1.411927 -1.695506 0.135 -0.440 0.148
O 0.974641 -2.357183 -1.847333 0.064 0.116 -0.124
O 3.296429 -1.595765 -2.352728 -0.207 -0.015 -0.057
F 1.467118 -0.042431 -2.267456 -0.017 0.191 0.007
H 0.798143 -4.215713 2.332505 -0.103 -0.075 0.068
H 4.545479 -1.223979 1.659579 -0.015 -0.038 -0.012
H 4.786639 -1.676283 -0.010735 -0.069 -0.008 -0.043
H 4.604559 1.184770 1.126517 -0.144 -0.039 -0.041
H 6.039179 0.371548 0.539877 -0.009 0.077 0.038
H 5.312712 0.520968 -1.751478 -0.080 -0.130 -0.043
H 3.670248 1.004347 -1.283489 -0.063 -0.052 0.023
H -0.363138 -0.013478 -0.294416 0.134 -0.037 0.046
H -0.080865 2.967083 1.676738 0.100 0.141 -0.086
H 0.738769 2.967700 0.127176 -0.019 -0.087 -0.101
H -2.242754 2.688024 0.690477 -0.012 -0.090 -0.058
H -1.579945 2.255161 -0.878530 -0.016 -0.017 0.039
H -2.275122 4.763929 -0.010155 0.042 0.041 0.057
H -1.542403 4.400529 -1.396395 0.113 0.006 -0.017
H 0.072180 -0.621480 2.947622 0.064 0.069 -0.071
H -0.654897 0.942262 3.144119 -0.018 -0.018 0.026
H -1.962397 -1.611832 2.854322 0.049 0.024 0.020
H -2.665082 -0.055576 3.175101 -0.053 -0.022 -0.049
H -3.843496 -0.826684 1.350297 -0.009 0.110 -0.040
H -2.726750 0.252327 0.562503 0.159 -0.031 0.012
H -1.284118 -1.944816 0.140930 -0.036 0.028 -0.020
H -2.650877 -2.787400 0.829022 0.036 0.010 0.021
H -4.113261 -1.660185 -0.955109 -0.006 -0.094 -0.026
H -3.054585 -2.955018 -1.460561 0.067 0.002 0.001
H -1.437601 -0.720003 -1.856546 0.020 -0.124 -0.137
H -2.380493 -1.551922 -3.094902 0.254 0.063 -0.022
H -3.739229 0.639442 -1.506755 0.079 0.086 -0.020
H -2.661120 1.066564 -2.850657 0.004 0.019 0.005
H -4.071106 0.062531 -3.135450 -0.066 0.022 0.079
```
Positions in Å, forces in eV/Å.

The calculation puts the orbital gap at 0.3601 Eh. The value obtained for the total energy is -54648.1239 eV. The value obtained for the HOMO energy is -9.464 eV.

Here are the Mulliken charges for atoms 1 to 8, given in e: number 1, C, carries 0.569; number 2, C, carries -1.122; number 3, Si, carries 0.217; number 4, C, carries -0.726; number 5, C, carries -0.671; number 6, C, carries -0.052; number 7, F, carries -0.350; number 8, O, carries -0.026

***

Record 2
Computed, not measured: one molecule with the formula C5H6N2O2 in a non-equilibrium geometry, with ωB97M-V with the def2-TZVPD basis set.

The geometry in XYZ format:
```
15
Properties=species:S:1:pos:R:3:forces:R:3
N -1.678628 0.811167 -0.804169 -0.052 2.366 -2.547
C -0.906490 0.179674 0.101979 -1.508 -1.622 -0.775
C -1.136077 0.309345 1.443320 2.238 0.327 0.564
N -0.425795 0.810507 2.367607 -2.609 -0.646 0.702
C 0.600191 1.652618 1.931009 -0.117 -1.325 1.119
O 1.158529 1.516175 0.903431 1.276 0.491 -1.943
C -0.189184 -1.076818 -0.338626 0.558 -0.404 2.889
C 1.242210 -0.863829 -0.792512 -0.252 -2.408 1.040
O 1.643907 -0.144920 -1.625574 0.416 1.957 -1.441
H -1.564730 1.878752 -0.764059 -0.631 -2.283 -0.369
H -1.777385 0.403657 -1.784803 0.519 1.015 2.053
H 0.898627 2.242545 2.754998 0.664 1.526 0.689
H -0.178209 -1.812589 0.591806 -0.039 1.277 -2.270
H -0.563118 -1.542622 -1.236858 -0.951 -0.370 -0.083
H 1.862063 -1.708719 -0.443358 0.487 0.099 0.371
```
Positions in Å, forces in eV/Å.

Its energy above the lowest of the compared OMol25 structures with the same formula, charge and spin is 388.7 kJ/mol. Its SMILES is NC(=C=NC=O)CC=O. The calculation puts the orbital gap at 0.3097 Eh. The value obtained for the total energy is -12353.5920 eV. The value obtained for the HOMO energy is -8.312 eV.

Here are the Mulliken charges for atoms 1 to 8, given in e: number 1, N, carries -0.485; number 2, C, carries 0.538; number 3, C, carries -0.151; number 4, N, carries -0.610; number 5, C, carries 0.119; number 6, O, carries -0.421; number 7, C, carries -0.489; number 8, C, carries -0.034

***

Record 3
Computed, not measured: one molecule with the formula C18H24N4O3 in a non-equilibrium geometry, with ωB97M-V with the def2-TZVPD basis set.

The geometry in XYZ format:
```
49
Properties=species:S:1:pos:R:3:forces:R:3
C 0.680490 -3.706022 -3.415702 -0.030 0.227 -0.163
C 0.593626 -2.456296 -4.288949 0.192 -0.198 -0.057
N 0.560126 -1.249311 -3.504038 -0.249 -0.197 0.051
C -0.628090 -0.812600 -2.809720 -0.309 0.163 -0.043
C -0.098188 0.208028 -1.793403 0.008 -0.146 0.083
C 0.264831 -0.486476 -0.476194 -0.078 0.189 -0.215
N -0.836393 -1.277927 0.057673 0.144 -0.105 0.165
C -1.967371 -0.461467 0.462758 -0.011 0.028 -0.079
C -0.411832 -2.185550 1.103512 -0.126 -0.265 -0.124
C -0.092582 -1.507469 2.395051 0.305 0.614 0.303
N 0.543715 -0.387844 2.568598 0.046 -0.456 -0.506
C 0.442751 -0.173969 3.911670 -0.274 -0.556 -0.057
C 0.918278 1.075207 4.572300 0.101 -0.208 0.151
O 0.015749 2.129086 4.309842 -0.120 0.257 -0.022
C -0.131417 2.580363 3.023427 -0.189 0.240 -0.249
C -1.332500 3.235146 2.752591 0.160 -0.161 0.210
C -1.579233 3.749398 1.495678 -0.016 -0.011 -0.030
C -0.633379 3.620353 0.491204 -0.030 0.043 -0.148
C 0.562820 2.982124 0.762201 -0.028 0.055 0.002
C 0.820518 2.459000 2.018523 0.128 0.060 0.279
N -0.207805 -1.120816 4.524248 0.211 0.626 1.107
O -0.563968 -1.996481 3.547706 -0.117 -0.349 -0.667
C 1.171823 0.730037 -2.468037 -0.080 -0.009 0.059
C 1.615560 -0.422342 -3.360745 0.025 0.302 0.154
O 2.705209 -0.574001 -3.867285 0.414 -0.013 -0.141
H 1.581226 -3.670091 -2.808242 0.093 -0.020 0.064
H -0.182563 -3.781706 -2.758122 -0.082 -0.058 0.088
H 0.718550 -4.592822 -4.042182 -0.013 -0.146 -0.023
H 1.478800 -2.389586 -4.926793 -0.154 0.008 -0.007
H -0.300604 -2.495732 -4.920148 0.089 0.030 -0.017
H -1.121202 -1.646512 -2.307005 -0.024 0.050 -0.044
H -1.333413 -0.353979 -3.515969 -0.022 -0.043 0.065
H -0.815990 1.007119 -1.607450 -0.011 -0.026 -0.024
H 1.091400 -1.174027 -0.673392 0.104 -0.010 0.035
H 0.601874 0.266590 0.248660 0.057 -0.068 -0.141
H -2.702239 -1.090832 0.962511 -0.084 0.001 0.014
H -1.683150 0.359549 1.134808 -0.015 0.047 0.028
H -2.432299 -0.035617 -0.423797 -0.106 0.073 0.007
H -1.210880 -2.907696 1.297777 0.117 -0.012 -0.006
H 0.469460 -2.732618 0.754704 -0.089 -0.017 0.063
H 0.897076 0.939302 5.655018 0.098 0.030 -0.157
H 1.936417 1.316179 4.245336 -0.115 -0.031 0.093
H -2.056271 3.326880 3.547281 -0.088 -0.003 0.092
H -2.516300 4.248608 1.298422 -0.075 0.048 -0.005
H -0.826387 4.018634 -0.493452 -0.011 0.047 -0.089
H 1.310738 2.888625 -0.011301 0.083 -0.022 -0.067
H 1.756779 1.955508 2.196824 0.041 -0.054 0.010
H 1.956821 0.999003 -1.764143 0.083 0.014 -0.017
H 0.969417 1.595051 -3.102252 0.045 0.028 -0.022
```
Positions in Å, forces in eV/Å.

Its energy above the lowest of the compared OMol25 structures with the same formula, charge and spin is 372.5 kJ/mol. Its SMILES is CCN1C[C@@H](CN(C)Cc2nc(COc3ccccc3)no2)CC1=O. The calculation puts the orbital gap at 0.3474 Eh. The value obtained for the total energy is -31157.6268 eV. The value obtained for the HOMO energy is -8.799 eV.

Here are the Mulliken charges for atoms 1 to 8, given in e: number 1, C, carries -1.102; number 2, C, carries -0.714; number 3, N, carries 0.184; number 4, C, carries -1.086; number 5, C, carries 0.287; number 6, C, carries -0.976; number 7, N, carries 0.140; number 8, C, carries -0.926

***

Record 4
Computed, not measured: a 2-piece molecular cluster, C2H3BrN overall in a non-equilibrium geometry, with ωB97M-V with the def2-TZVPD basis set.

The geometry in XYZ format:
```
7
Properties=species:S:1:pos:R:3:forces:R:3
C -0.173232 -1.463821 -0.180498 0.382 2.220 1.515
C 0.135477 1.812501 0.516221 -0.963 -1.805 1.098
N -0.482054 -2.272727 -0.917398 -0.135 -0.619 -0.453
Br 1.704328 1.202454 0.948187 0.424 0.121 -0.207
H -0.510497 -3.076971 -1.455613 -0.322 -1.442 -1.093
H -0.075663 2.840996 0.817129 -0.232 -0.087 -0.679
H -0.598360 0.957568 0.271970 0.847 1.611 -0.180
```
Positions in Å, forces in eV/Å.

Its energy above the lowest of the compared OMol25 structures with the same formula, charge and spin is 105.9 kJ/mol. The calculation puts the orbital gap (spin up / spin down) at 0.2912 / 0.2911 Eh. The value obtained for the total energy is -73643.5873 eV. Its net charge is +1. The value obtained for the HOMO energy (spin up / spin down) is -15.924 / -15.924 eV.

Charges per atom according to Mulliken partitioning, unit e: number 1, C, carries -0.219; number 2, C, carries -0.081; number 3, N, carries -0.031; number 4, Br, carries 0.440; number 5, H, carries 0.262; number 6, H, carries 0.328; number 7, H, carries 0.301

***

Question: What is the formula in the first record?
Answer: C14H29F2NO3SSi2

***

Question: What is the formula in the first record?
Answer: C14H29F2NO3SSi2